# 1
Entry from the Open Molecules 2025 dataset: an isolated molecule of C18H13N5O3S3 at a distorted geometry (ωB97M-V with the def2-TZVPD basis set).

Properties
SMILES string: O=C(CSc1nc2ccsc2c(=O)n1NC(=O)c1ccccc1)Nc1nccs1
DFT total energy, eV: -64976.3254
Highest occupied orbital energy, eV: -8.479
E_LUMO, eV: 0.10

Last column: Mulliken charge in e.
Geometry (Å):
S: 0.28322 1.50289 1.64411  -0.046
S: 3.85515 -3.08945 -0.35857  -0.164
S: -0.07883 2.08198 -2.66926  -0.214
O: 0.78839 5.04688 1.14657  -0.619
O: 0.67579 -2.65613 -0.95718  -0.762
O: -1.45722 -0.32543 2.12027  -0.621
N: -0.72325 -0.75424 0.02543  -0.875
N: 2.50285 0.11374 1.39321  -0.566
N: 0.68280 3.63321 -0.58171  -0.074
N: 1.96330 1.71945 -1.14283  -0.240
N: 0.62164 -0.81490 0.36509  0.320
C: 1.97654 0.72263 -2.06158  -0.744
C: 1.01205 3.93980 0.72616  0.411
C: 0.96688 0.74246 -2.96401  -0.308
C: -3.31967 -1.94344 -0.48756  -0.301
C: -1.70168 -0.68347 0.98725  0.529
C: 0.96989 2.51778 -1.31588  0.398
C: -4.62135 -2.19028 -0.88570  -0.781
C: 3.23553 -0.91566 0.92068  0.482
C: 4.62349 -1.11446 1.13176  -0.918
C: -5.67140 -1.48371 -0.32179  -0.348
C: -4.12660 -0.29130 1.06834  -0.501
C: -5.42321 -0.53632 0.65856  -0.557
C: 2.67800 -1.92069 0.12658  0.239
C: -3.06503 -0.98171 0.48746  0.308
C: 5.07250 -2.23218 0.50998  -0.265
C: 1.56596 2.81739 1.55727  -0.606
C: 1.24543 0.14682 1.10115  0.744
C: 1.30352 -1.90864 -0.22759  0.554
H: -0.87716 -1.33429 -0.80100  0.314
H: 0.13912 4.35088 -1.04696  0.237
H: -6.68433 -1.67978 -0.64030  0.390
H: -6.24143 0.00703 1.10640  0.390
H: 0.77892 0.07013 -3.77505  0.499
H: 5.22975 -0.45094 1.71848  0.441
H: 6.07297 -2.61872 0.50558  0.494
H: -4.81729 -2.94118 -1.63640  0.394
H: 1.76739 3.17963 2.56318  0.394
H: -2.51875 -2.53095 -0.91368  0.523
H: -3.91008 0.43584 1.83602  0.451
H: 2.77492 0.00435 -2.02937  0.577
H: 2.45124 2.36496 1.11690  0.421

# 2
Entry from the Open Molecules 2025 dataset: a structure of composition C18H13N5PtSe2 at a distorted geometry (ωB97M-V with the def2-TZVPD basis set).

Properties
DFT total energy, eV: -160266.9609
Highest occupied orbital energy, eV: -6.957
E_LUMO, eV: -1.62

Last column: Mulliken charge in e.
Geometry (Å):
Pt: -1.00047 -0.41077 -1.27928  0.647
Se: -0.82047 0.78803 -3.27748  -0.323
Se: 4.19033 -1.74667 4.14122  0.295
N: 1.02763 -1.03127 -1.15908  -0.541
N: -1.74717 4.76263 -0.94428  -0.622
N: 2.41783 -1.61597 4.12692  -0.838
N: -0.95727 -1.12137 0.66182  -0.313
N: 4.27573 -1.71507 2.36592  -0.834
C: 3.04873 -1.60557 1.88862  0.766
C: -1.20577 2.41563 -2.32198  0.018
C: -2.36657 4.48053 -2.07588  -0.282
C: 3.60793 -1.86607 -0.52288  -0.504
C: 0.63093 -1.47157 2.48262  0.595
C: 0.34733 -1.23667 1.10122  0.041
C: 3.18463 -1.76667 -1.84498  -0.746
C: 2.72503 -1.56137 0.49722  0.260
C: 1.37493 -1.23417 0.14952  -0.029
C: -3.04747 -0.16117 -1.18698  -1.293
C: -0.87607 3.88443 -0.47778  -0.552
C: -0.57287 2.69033 -1.11238  0.100
C: -2.12817 3.33053 -2.81388  -0.413
C: 1.90513 -1.29727 -2.11118  -0.081
C: -1.93407 -1.36527 1.52442  -0.066
C: -1.72037 -1.65037 2.86312  -0.766
C: -0.41887 -1.66667 3.35892  -0.513
C: 2.00803 -1.54967 2.87342  0.851
H: -2.94467 -1.35807 1.14092  0.369
H: -3.08497 5.21493 -2.41468  0.352
H: -3.30767 0.53063 -0.38148  0.387
H: -3.53117 -1.12177 -0.99108  0.373
H: 0.15683 2.00793 -0.68718  0.437
H: -0.20537 -1.85377 4.39952  0.527
H: 3.83723 -2.04217 -2.65488  0.409
H: -2.55927 -1.86437 3.50432  0.409
H: 1.57863 -1.14637 -3.13448  0.345
H: 4.60463 -2.19447 -0.27358  0.515
H: -2.65067 3.15763 -3.74238  0.385
H: -3.45767 0.23493 -2.11878  0.274
H: -0.38457 4.15643 0.44672  0.361

# 3
Entry from the Open Molecules 2025 dataset: a structure of composition C18H13N5PtSe2 at a distorted geometry (ωB97M-V with the def2-TZVPD basis set).

Properties
DFT total energy, eV: -160266.0423
Highest occupied orbital energy, eV: -7.160
E_LUMO, eV: -1.16

Last column: Mulliken charge in e.
Geometry (Å):
Pt: 1.09318 -0.43686 0.04260  0.703
Se: 3.04879 -1.17828 -1.00825  -0.213
Se: -6.87077 0.52543 -1.43184  0.236
N: -1.27075 -1.70982 -0.06405  -0.237
N: -0.85283 0.93474 -0.00419  -0.526
N: 6.72533 1.23817 0.69210  -0.595
N: -5.89952 -0.94916 -1.16463  -0.852
N: -5.48933 1.61717 -1.13464  -0.847
C: -1.60746 3.19424 -0.19708  -0.739
C: 1.41893 -0.39524 2.00884  -1.327
C: -0.62512 2.24170 0.05079  -0.237
C: -2.87874 2.76750 -0.50951  -0.724
C: -4.68521 -0.56220 -0.89089  0.897
C: 4.70320 -0.00328 1.05982  -0.104
C: 6.51207 1.10352 -0.61286  -0.274
C: -2.64844 -3.64485 -0.25153  -0.696
C: -1.42574 -3.02096 -0.00564  -0.416
C: -3.74005 -2.86201 -0.56248  -0.706
C: 4.48993 -0.13876 -0.30868  0.228
C: 5.42364 0.44011 -1.15983  -0.325
C: -4.45717 0.86509 -0.87369  0.933
C: -3.13348 1.39904 -0.56378  0.720
C: -3.58760 -1.47693 -0.60221  0.674
C: -2.32207 -0.94781 -0.33824  -0.215
C: 5.81880 0.68871 1.49943  -0.427
C: -2.08885 0.50772 -0.30475  -0.097
H: 2.05196 -1.21977 2.33123  0.394
H: -0.53709 -3.59578 0.22907  0.471
H: 5.99694 0.80126 2.56406  0.348
H: 1.90631 0.55173 2.25609  0.389
H: 5.30942 0.38097 -2.23424  0.348
H: 0.38918 2.53179 0.29245  0.420
H: 7.25031 1.55558 -1.26760  0.339
H: 0.45131 -0.46317 2.51419  0.289
H: -1.36175 4.24501 -0.14279  0.413
H: -3.68273 3.46307 -0.70927  0.521
H: 4.01401 -0.43288 1.76914  0.322
H: -4.71163 -3.29294 -0.76413  0.511
H: -2.72698 -4.72187 -0.20298  0.402

# 4
Entry from the Open Molecules 2025 dataset: a cluster of 10 separate species, C18H14Cl37FNO in total at a distorted geometry (ωB97M-V with the def2-TZVPD basis set).

Properties
DFT total energy, eV: -488468.6695
Highest occupied orbital energy, eV: -12.348
E_LUMO, eV: -3.84
Total charge: +1

Last column: Mulliken charge in e.
Geometry (Å):
Cl: -8.81442 3.09681 -0.81156  -0.101
Cl: 6.21916 -8.32695 -1.07722  -0.107
Cl: -0.66714 7.67819 0.08934  -0.097
Cl: 3.72899 -0.19511 3.05826  -0.114
Cl: 3.32902 -6.19493 -7.84182  -0.092
Cl: -4.28533 3.57670 0.80794  -0.079
Cl: -3.99252 -6.93508 1.60725  -0.086
Cl: -3.26000 8.48901 -0.89224  -0.080
Cl: 10.99711 -2.87503 -1.06640  -0.102
Cl: 3.76653 -0.39111 0.17990  -0.027
Cl: 8.19728 -2.89641 -0.35263  -0.082
Cl: -1.34986 10.47982 -0.04667  -0.084
Cl: -2.88355 2.34359 -6.34353  -0.098
Cl: -6.76496 1.37906 0.28055  -0.093
Cl: -2.48056 -4.50208 1.95768  -0.026
Cl: 5.91862 0.94555 1.56298  -0.062
Cl: -0.31916 -3.16518 -0.48249  -0.103
Cl: 9.00408 -3.46793 -3.06863  -0.092
Cl: -6.67534 2.14333 -2.50220  0.000
Cl: -8.70862 0.31377 -1.57168  -0.097
Cl: 6.12797 -5.85209 -2.56408  -0.039
Cl: 1.02644 -5.51380 0.53092  -0.049
Cl: 9.55459 -5.37238 -0.96462  -0.067
Cl: -4.80470 0.51769 -5.19651  -0.098
Cl: 4.61522 -8.13691 -3.47142  -0.038
Cl: 2.08425 -2.88575 1.09624  -0.083
Cl: -2.94806 -6.24764 4.20890  -0.094
Cl: 2.23124 -3.94527 -1.58046  -0.053
Cl: 0.51410 -6.65769 -7.39299  -0.101
Cl: 3.81218 -6.72464 -1.08799  0.014
Cl: -1.15195 -7.06641 2.10252  -0.097
Cl: -5.55503 2.18893 -7.42646  -0.080
Cl: -2.62457 8.78271 1.90986  -0.094
Cl: 3.29801 2.16037 1.43042  -0.093
Cl: 2.43649 -8.71585 -6.75242  -0.096
Cl: -5.11979 3.36736 -4.82694  -0.110
Cl: 2.30071 -6.32300 -5.14741  -0.011
F: -1.58751 -0.36212 3.49510  -0.258
O: -1.86091 -1.06443 1.46589  -0.332
N: -0.24319 2.33314 1.66045  0.184
C: -1.97791 8.86321 0.26399  0.340
C: -0.28662 3.66956 2.33814  0.544
C: 0.14263 1.46297 2.49874  0.004
C: 0.49108 1.94440 3.86346  -0.324
C: -7.74352 1.73288 -1.15283  0.297
C: -2.52677 5.00545 2.39403  -0.782
C: 0.56724 3.49897 3.58828  -1.288
C: -3.09023 4.90364 0.97926  -0.501
C: 5.19494 -7.26453 -2.05140  0.198
C: 9.43975 -3.65454 -1.36307  0.326
C: -1.21287 -0.55587 2.23380  0.411
C: 0.16670 0.03541 1.95016  -0.275
C: -2.64462 -6.18876 2.46864  0.300
C: -1.79256 3.73845 2.84051  -0.952
C: 4.18870 0.62711 1.55340  0.334
C: -4.59135 2.10251 -5.95042  0.375
C: 2.14409 -6.97215 -6.78532  0.297
C: 1.25319 -3.88377 -0.11210  0.265
H: -3.36862 5.22660 3.05238  0.349
H: 1.40967 1.46038 4.19638  0.386
H: 0.02686 4.47767 1.68022  0.496
H: 0.25576 4.10102 4.43749  0.448
H: 0.38442 0.02026 0.88433  0.334
H: 1.64654 3.66376 3.49665  0.399
H: -1.76672 3.63683 3.92495  0.536
H: -0.26871 1.69603 4.60949  0.339
H: -2.30454 4.84207 0.22207  0.272
H: -0.52406 2.13876 0.70585  0.271
H: -1.82962 5.84992 2.41982  0.214
H: -2.34824 2.87474 2.46478  0.322
H: 0.94645 -0.54983 2.44227  -0.003
H: -3.62506 5.82875 0.76557  0.284

# 5
Entry from the Open Molecules 2025 dataset: a cluster of 2 separate species, C18H14ClF3N2O3S in total at a distorted geometry (ωB97M-V with the def2-TZVPD basis set).

Properties
DFT total energy, eV: -59521.8658
Highest occupied orbital energy, eV: -7.829
E_LUMO, eV: -1.37

Last column: Mulliken charge in e.
Geometry (Å):
Cl: -5.48673 3.07079 2.50216  -0.191
S: -0.59884 -0.03697 0.08486  -0.173
F: 1.70520 -1.51874 1.65499  -0.152
F: 2.07012 -0.67496 -0.31384  -0.208
F: 1.82915 0.62562 1.41755  -0.170
O: -0.12274 -1.84350 3.80450  -0.715
O: -1.28639 2.32492 2.61082  -0.740
O: -3.15208 -1.00263 2.95855  -0.719
N: -3.06775 0.60786 0.57117  0.303
N: -0.50525 0.23555 3.03504  0.337
C: -1.73800 -3.60424 0.89184  -0.217
C: -2.66104 -5.14042 3.02922  -0.733
C: -3.63771 2.33199 -0.95326  -0.687
C: -4.62379 2.34011 1.23346  -0.030
C: -4.49469 2.93734 -0.01701  -0.185
C: -2.75215 -3.71876 3.09825  -0.292
C: -2.53433 -1.48822 1.99365  0.884
C: -2.12862 -0.64692 0.73530  -0.479
C: -0.59509 1.58012 4.87430  -0.490
C: -0.85576 1.46658 3.37408  0.042
C: -1.63562 -4.98526 0.82517  -0.858
C: -2.28701 -2.95370 2.01735  0.754
C: -3.96354 1.11599 1.46745  -0.333
C: -0.28625 -0.64171 3.98732  0.187
C: -0.28718 0.13218 5.30368  -0.574
C: -2.94156 1.19950 -0.63979  -0.234
C: 1.40744 -0.49737 0.84511  0.612
C: -2.13103 -5.74884 1.90332  -0.283
H: 0.32599 2.19856 4.98997  0.243
H: -4.10223 0.61401 2.41215  0.752
H: -1.50544 1.98987 5.34523  0.306
H: -2.20901 -1.27177 -0.23293  0.484
H: -1.38051 -2.97215 0.05843  0.073
H: -1.10294 -0.30068 5.89245  0.249
H: 0.73790 0.07350 5.70539  0.298
H: -2.98607 -5.73142 3.88813  0.369
H: -2.07984 -6.83765 1.84584  0.372
H: -2.24462 0.70667 -1.34518  0.553
H: -3.15537 -3.20766 3.96102  0.458
H: -3.47945 2.76316 -1.94773  0.374
H: -1.17925 -5.45898 -0.04605  0.392
H: -5.05191 3.86138 -0.19245  0.423